Entry 1:
163
Properties=species:S:1:pos:R:3:forces:R:3 method="wB97M-V/def2-TZVPD" total_charge=0 energy_ha=-8065.76013
Cs 3.199 -2.395 -2.635 -0.3056 -0.0268 0.3197
As 0.063 -0.341 -0.479 1.1728 -0.4737 -1.2255
F 1.922 -0.116 -0.550 -2.5277 -0.2008 0.2802
F 0.276 -1.809 -1.504 -0.1121 0.9511 0.7096
F -1.689 -0.531 -0.512 1.1659 0.0238 0.3781
F -0.070 1.172 0.505 0.1382 -1.6452 -1.3346
F -0.063 0.578 -2.000 0.2562 -0.3236 1.3423
F 0.232 -1.434 0.923 -0.3237 1.6359 -1.0209
C -0.630 3.450 -6.363 2.1713 -0.0233 -2.6342
C -1.093 3.412 -4.982 1.0112 -0.6545 2.9501
C 0.061 2.765 -4.143 0.3862 -0.0528 0.3596
S 1.676 2.666 -5.136 -3.0094 -0.4419 1.7893
O 2.367 1.440 -4.709 -0.3831 1.2374 -1.0408
O 2.340 3.943 -5.153 0.3896 -0.1815 -0.1212
C 0.637 2.513 -6.607 -0.6382 -1.0765 0.5028
H -0.195 4.423 -6.595 -0.7501 0.3116 -0.2894
H -1.487 3.164 -6.971 0.5596 0.2543 -0.7743
H -1.960 2.771 -4.824 -0.0697 0.0583 -0.1935
H -1.358 4.407 -4.624 0.0864 -0.0508 0.0815
H -0.196 1.725 -3.941 0.2659 -0.0447 -0.1617
H 0.228 3.195 -3.156 0.2019 0.2788 -0.1533
H 0.276 1.487 -6.526 0.1643 -0.2790 -0.1210
H 1.277 2.563 -7.488 -0.4528 0.5828 -0.1877
C -0.851 6.865 3.844 1.4337 -1.8195 0.4981
C -0.960 7.698 5.106 -0.3730 -0.3880 -0.6406
C 0.017 7.164 6.163 -0.0541 0.9415 0.9709
S 0.287 5.383 5.900 -0.9968 -1.7047 0.1780
O -0.361 4.453 6.943 2.3077 3.1451 -3.0439
O 1.696 5.279 5.470 -1.6724 -0.3069 1.0353
C -0.736 5.417 4.389 -1.6993 -0.9778 -0.7886
H 0.076 7.076 3.311 -0.1279 0.2851 -0.2786
H -1.727 7.032 3.217 0.2171 -0.2343 -0.1079
H -2.003 7.540 5.382 0.0466 0.4911 0.6153
H -0.797 8.698 4.705 0.0494 0.3950 1.1011
H -0.278 7.320 7.200 -0.5356 -0.1699 -0.0728
H 0.969 7.693 6.134 0.2514 -0.4702 -0.4653
H -1.745 5.040 4.554 -0.4069 0.5365 1.3780
H -0.576 4.573 3.719 1.6128 0.2757 -0.3566
C 6.183 -0.365 2.345 -1.0115 0.6948 1.0109
C 5.298 0.787 1.832 0.9021 1.2662 -1.2864
C 5.967 1.223 0.535 -0.0996 0.3869 -1.1305
S 6.266 -0.294 -0.332 1.0972 -0.5561 1.2168
O 7.608 -0.302 -0.922 -1.6200 -0.0783 -0.5499
O 4.993 -0.584 -1.041 2.0415 -0.1316 0.3850
C 6.398 -1.339 1.234 -1.2280 -0.5438 -2.1134
H 5.610 -0.696 3.211 0.4413 -0.8815 0.0311
H 7.143 0.011 2.698 -0.0549 0.1891 0.0019
H 5.339 1.685 2.448 -0.3006 -0.3671 0.5041
H 4.267 0.569 1.555 -0.0489 -0.5355 0.6216
H 6.889 1.786 0.674 0.1208 -0.3030 0.0271
H 5.356 1.743 -0.203 -0.2753 0.3925 0.3887
H 7.292 -1.961 1.181 0.1715 0.5399 0.1500
H 5.563 -2.003 1.014 -0.2808 -0.1733 0.6976
C 0.157 -8.731 -2.785 -0.2542 2.9334 -1.4000
C 0.877 -8.988 -1.466 -0.5483 -1.0233 -0.3800
C 1.549 -7.750 -0.968 0.2812 2.3986 0.5747
S 1.717 -6.496 -2.262 0.0345 1.6575 -1.8766
O 3.149 -6.345 -2.543 -1.1002 -0.0830 -0.0309
O 0.975 -5.195 -2.041 1.2818 -3.1697 0.0376
C 0.813 -7.485 -3.591 -0.2996 -0.0808 1.0307
H -0.805 -8.299 -2.508 -0.2284 -0.1116 -0.0659
H -0.096 -9.548 -3.460 0.5774 -0.2434 0.3272
H 1.520 -9.856 -1.615 0.3754 0.2666 0.4821
H 0.078 -9.239 -0.768 0.3184 -0.3933 0.1898
H 2.508 -7.779 -0.450 0.1627 -0.5073 -0.4583
H 1.002 -7.065 -0.321 -0.8895 -0.7794 0.6628
H 1.456 -7.608 -4.462 0.5394 -0.7166 0.5318
H 0.042 -6.835 -4.005 -0.1876 0.0972 0.4906
C -3.183 -3.799 -1.234 0.3795 -0.2073 0.9775
C -4.437 -3.647 -0.370 -0.8425 -0.4934 1.1676
C -4.077 -3.358 1.150 0.5174 -0.9084 -0.7717
S -2.756 -4.629 1.430 2.9743 0.8346 -2.3045
O -3.369 -5.953 1.449 0.2187 1.2119 0.5519
O -1.644 -4.271 2.357 -2.5648 -0.5520 -0.7622
C -2.039 -4.349 -0.310 -0.5601 0.5056 -0.4462
H -2.873 -2.841 -1.652 0.0590 -0.0908 -0.0388
H -3.435 -4.495 -2.034 0.2242 0.1231 -0.0738
H -4.959 -4.599 -0.458 -0.0828 -0.1150 0.4971
H -5.170 -2.938 -0.753 0.2902 0.3873 0.0913
H -4.783 -3.578 1.951 -0.4942 0.0658 -0.4812
H -3.714 -2.335 1.244 0.4452 -0.1867 0.2222
H -1.517 -5.206 -0.736 -0.4123 -0.4399 0.4470
H -1.265 -3.582 -0.330 -0.0001 0.0895 0.9008
N -1.735 -4.213 5.672 0.3844 0.8128 1.3469
C -1.623 -4.966 6.811 -0.2518 -2.1917 -0.5955
C -0.893 -4.342 7.765 -0.8106 -0.8035 0.7660
C -0.704 -3.080 7.275 1.1835 2.5788 -0.3645
C -1.139 -2.978 5.981 -0.7402 -0.4008 -0.0842
H -2.418 -4.458 4.969 0.5774 0.3899 -0.2539
H -2.002 -5.977 6.832 -0.0854 0.0271 -0.1454
H -0.598 -4.664 8.753 -0.2203 -0.2779 -0.1867
H -0.311 -2.279 7.883 0.3471 0.1635 -0.4001
H -1.071 -2.119 5.330 -0.2809 -0.3348 -0.1223
N -4.681 1.564 -2.842 -0.0875 -1.0124 0.7942
C -5.095 2.431 -3.814 -1.6624 -3.5122 -1.1474
C -5.795 1.516 -4.678 1.1903 2.4321 -1.6203
C -5.664 0.169 -4.326 -0.5501 1.5966 1.5137
C -5.109 0.249 -3.055 1.4347 0.2757 -0.5781
H -4.080 1.774 -2.058 -0.2637 0.2262 0.1261
H -4.997 3.506 -3.800 0.1597 -0.2638 0.0708
H -6.154 1.734 -5.673 -0.2881 0.5965 0.1014
H -6.113 -0.566 -4.978 0.2337 -0.5027 0.6733
H -4.791 -0.519 -2.365 0.0226 0.0983 0.0198
N 0.740 0.873 3.024 -0.0677 -1.5174 1.0439
C 1.664 1.799 3.413 -0.6679 -0.4910 -2.5456
C 1.472 2.033 4.707 0.3004 1.4708 2.3171
C 0.386 1.245 5.229 1.0852 -0.9028 -1.5910
C 0.081 0.412 4.148 -0.6071 1.0557 -0.1540
H 0.567 0.500 2.101 0.3965 0.1673 0.5194
H 2.272 2.249 2.642 0.2304 0.0987 0.3808
H 2.109 2.770 5.173 -0.4034 0.0013 0.5697
H -0.033 1.260 6.224 0.1929 -0.1796 -0.1169
H -0.561 -0.447 4.023 -0.2727 0.2609 0.1852
N 2.172 -2.525 -5.854 -0.7461 -0.8604 1.2855
C 0.950 -2.668 -5.219 -0.4354 2.5915 -0.7970
C 0.586 -3.954 -5.202 -0.8997 -1.6159 -0.0636
C 1.614 -4.727 -5.782 1.4528 1.2459 0.4244
C 2.623 -3.795 -6.059 -0.0008 -1.0646 -2.0578
H 2.591 -1.674 -6.201 -0.0727 -0.1643 0.3113
H 0.329 -1.812 -4.997 0.2152 0.0702 0.1703
H -0.397 -4.316 -4.939 0.1330 0.0832 0.3774
H 1.657 -5.797 -5.920 0.0961 0.1952 -0.0419
H 3.469 -3.909 -6.720 0.2777 -0.2547 0.3680
N 1.979 3.525 -0.497 1.2661 0.6193 1.2980
C 1.991 4.313 0.641 -1.5645 -0.5923 0.8511
C 2.597 5.513 0.375 -0.6106 -0.9194 0.2545
C 2.987 5.449 -0.979 1.2089 0.6564 1.2246
C 2.796 4.151 -1.380 -1.2047 0.6118 -2.7748
H 1.485 2.663 -0.677 0.3044 -0.1092 0.4365
H 1.429 3.977 1.500 0.1623 0.0756 0.1130
H 2.761 6.332 1.059 -0.2186 -0.0913 -0.0527
H 3.397 6.388 -1.323 0.5179 -0.6967 -1.1447
H 2.919 3.690 -2.348 0.2129 0.1979 -0.0986
N -5.908 1.582 -0.022 0.3859 0.3667 0.2832
C -5.518 2.894 -0.174 0.0848 0.0267 1.2268
C -4.334 3.001 0.541 0.7082 2.4302 -1.7238
C -3.880 1.772 0.923 -0.5483 -2.5504 1.3411
C -4.925 0.922 0.672 -0.7873 -1.1605 -1.0879
H -6.745 1.108 -0.330 0.1713 0.4795 -0.1551
H -6.081 3.683 -0.649 -0.1662 -0.3542 0.0145
H -3.679 3.857 0.619 -0.4057 0.4177 -0.1638
H -2.992 1.437 1.439 0.0955 0.4577 -0.0655
H -5.091 -0.142 0.755 0.4324 -0.0373 0.3733
N 1.432 -3.624 2.148 1.1175 0.4416 1.7776
C 2.174 -4.057 1.067 -2.3972 -0.2011 0.0116
C 3.315 -4.583 1.531 1.6550 -0.0179 0.5227
C 3.377 -4.339 2.946 1.0878 -0.2514 -0.6943
C 2.226 -3.729 3.304 -0.9112 -0.0449 -1.0274
H 0.478 -3.310 2.253 0.1080 -0.0452 -0.7956
H 1.752 -4.129 0.076 -0.1396 0.1825 0.0548
H 4.074 -5.025 0.903 0.0839 -0.0314 0.1123
H 4.262 -4.502 3.543 -0.2345 -0.1039 0.1928
H 1.939 -3.338 4.269 -0.3225 -0.0762 -0.1815
N -0.417 5.846 -0.773 -2.0554 0.3435 -0.1248
C -1.348 6.107 0.239 1.4386 0.2288 -1.4820
C -2.254 6.920 -0.369 -3.2036 -0.3306 4.9704
C -2.099 7.112 -1.674 2.2042 -0.7015 -3.1239
C -0.922 6.404 -1.955 0.9258 -0.1695 0.3827
H 0.360 5.210 -0.668 0.0794 0.2646 -0.2746
H -1.313 5.765 1.263 0.3362 -0.0882 -0.2812
H -3.155 7.182 0.167 -0.0599 0.4309 0.1370
H -2.789 7.656 -2.303 0.4185 -0.0899 -0.2332
H -0.313 6.284 -2.838 -0.1940 0.1174 -0.1167

Entry 2:
158
Properties=species:S:1:pos:R:3:forces:R:3 method="wB97M-V/def2-TZVPD" smiles="C#CCCC[C@]1(Cc2cccc(C)c2)OC(=O)O[C@@]1(S)CCOCCOc1ccc(C(C)(C)CC(C)(C)C)cc1.COC(=O)OC.COC(=O)OC.COC(=O)OC.COC(=O)OC.COC(=O)OC.COC(=O)OC" total_charge=0 e_above_lowest_kj_mol=1703.1
C 9.346 -1.546 5.966 -1.4895 -2.8461 -6.2806
C 9.059 -1.864 4.711 0.5721 0.8765 5.9941
C 8.448 -2.352 3.289 0.5365 1.0154 0.9030
C 8.237 -1.108 2.240 0.7811 -0.6880 -0.0260
C 7.273 -1.669 1.067 0.8398 0.0217 0.5433
C 6.348 -0.557 0.348 1.3545 -2.3880 -1.4524
C 5.842 -1.299 -0.997 -0.9326 -0.3724 0.1170
C 4.727 -2.438 -0.771 -2.8880 -2.7999 -0.3697
C 4.161 -3.154 -2.088 -1.8132 -1.7389 3.5935
C 3.069 -4.302 -1.930 1.1432 1.5504 2.9017
C 2.506 -4.752 -0.509 2.8296 2.9036 0.1787
C 3.045 -4.056 0.795 1.0329 1.0546 -3.3421
C 2.584 -4.425 2.309 1.3641 -0.1959 -0.4361
C 4.132 -2.907 0.607 -0.7412 -1.3234 -2.4629
O 7.372 0.362 -0.197 -0.3296 2.8787 1.9006
C 7.360 1.629 0.523 1.3053 -0.1654 -0.0285
O 8.267 2.526 0.543 -5.5233 -5.0000 -0.1747
O 6.105 1.577 1.226 1.4876 1.2888 -0.3558
C 5.325 0.333 1.213 0.7424 0.1389 -1.3035
S 5.058 -0.028 3.024 0.5587 -0.5247 0.7163
C 3.816 0.597 0.678 -1.1458 0.1457 0.0441
C 3.439 2.161 0.459 0.7592 0.8403 0.0504
O 2.003 2.420 0.411 0.6310 -1.0142 -0.8657
C 1.322 1.576 -0.558 -0.6081 -0.8187 0.2392
C -0.023 2.212 -1.185 1.1922 -0.1997 -1.1399
O -0.865 2.916 -0.228 -1.6183 -2.2777 -0.0335
C -1.933 2.095 0.272 -3.1048 -2.9063 1.9002
C -1.671 0.962 1.353 -2.9720 0.7301 -1.0580
C -2.850 0.063 1.965 -0.7222 2.5751 -2.4807
C -4.365 0.227 1.524 3.2253 1.8639 -1.6733
C -5.595 -0.643 2.169 0.0092 1.6096 0.2860
C -5.091 -1.544 3.410 -0.0399 1.1720 0.4340
C -6.591 0.498 2.828 -0.2871 0.1348 -0.2011
C -6.486 -1.414 1.068 0.5372 -0.6916 -0.1178
C -5.985 -2.896 0.666 -0.7180 -0.7072 -1.0672
C -6.748 -3.247 -0.752 -0.7159 0.1522 1.0789
C -4.402 -3.011 0.329 -0.7485 -1.1928 -0.1523
C -6.506 -4.065 1.695 0.7198 -0.4148 -0.9740
C -4.631 1.352 0.410 3.5292 -0.2627 1.0340
C -3.461 2.252 -0.202 0.7462 -1.9190 2.2075
H 9.609 -1.643 7.092 -0.5293 0.5620 -2.7797
H 7.445 -2.913 3.489 1.7974 1.1453 -0.1559
H 9.172 -3.106 2.793 -1.1294 1.2269 1.0155
H 9.290 -0.873 1.801 -1.9204 -0.3227 0.7309
H 7.879 -0.143 2.749 0.2923 -1.6940 -0.6361
H 6.711 -2.578 1.487 0.4559 1.5444 -0.8185
H 7.981 -2.089 0.238 -1.4593 0.8193 1.4105
H 5.445 -0.514 -1.739 0.4439 -1.1427 1.1382
H 6.751 -1.811 -1.517 -1.5310 1.0640 1.1022
H 4.526 -2.899 -3.153 -0.5882 -0.3431 2.0757
H 2.637 -4.857 -2.853 0.9821 1.2257 1.7224
H 1.728 -5.594 -0.409 1.4108 1.5346 -0.3254
H 3.565 -4.440 2.944 -1.7865 0.0469 -1.0614
H 1.900 -3.627 2.782 0.8956 -1.3744 -0.9712
H 2.153 -5.505 2.393 0.5328 2.1372 -0.3167
H 4.528 -2.426 1.574 -0.7628 -0.8203 -1.7789
H 5.264 -1.371 3.329 0.1476 0.9946 -0.9494
H 3.104 0.221 1.523 1.2995 0.6782 -1.6807
H 3.535 -0.026 -0.255 0.8408 1.0367 1.4413
H 3.847 2.821 1.331 -0.8400 -1.3829 -1.5015
H 3.913 2.610 -0.507 -0.6429 -1.0225 1.4468
H 2.047 1.342 -1.432 -1.3126 0.2048 1.2511
H 1.004 0.603 0.007 0.7029 1.4292 -1.2185
H -0.594 1.358 -1.738 0.9077 1.4242 1.1950
H 0.297 2.957 -2.014 -0.6520 -0.8833 1.5788
H -0.586 0.796 1.731 -2.1623 0.3472 -0.6804
H -2.538 -0.702 2.770 -0.6312 1.4171 -1.5010
H -5.984 -2.156 3.795 1.5499 0.6928 -0.6660
H -4.135 -2.151 3.221 -1.7721 0.6016 0.1461
H -4.828 -0.796 4.270 -0.3593 -1.3302 -1.5269
H -7.633 0.485 2.308 1.8064 -0.0364 0.9961
H -6.731 0.306 3.966 0.1720 0.3816 -1.9955
H -6.158 1.553 2.662 -0.6413 -1.6749 0.4675
H -7.557 -1.512 1.478 1.5861 0.1334 -0.5865
H -6.544 -0.804 0.082 0.1687 -0.7717 1.7871
H -6.664 -2.348 -1.464 0.0852 -1.6165 0.8043
H -7.884 -3.388 -0.516 1.9318 0.3000 -0.4591
H -6.382 -4.245 -1.198 -0.3868 1.7697 0.5346
H -4.232 -4.117 -0.009 -0.2537 1.9143 0.5834
H -3.707 -2.844 1.226 -1.0526 0.1085 -1.4987
H -4.172 -2.365 -0.593 -0.1151 -0.7137 1.6583
H -6.237 -5.084 1.187 -0.4411 1.7521 0.8975
H -7.664 -4.071 1.791 2.0443 0.2978 0.0720
H -5.955 -4.059 2.701 -1.0811 0.0971 -1.4393
H -5.707 1.553 0.040 2.0322 -0.3881 0.6718
H -3.716 3.082 -0.991 0.5085 -1.8604 1.7128
C -6.061 4.158 -6.759 0.0285 0.0230 -0.4976
O -6.266 3.956 -5.362 0.2702 0.3371 0.5051
C -5.608 4.827 -4.575 -0.1580 -0.1349 0.0139
O -4.890 5.724 -4.952 -0.6871 -0.6848 0.1731
O -5.887 4.525 -3.292 0.0737 0.0252 -0.6089
C -5.251 5.373 -2.336 0.1332 0.2602 0.3359
H -6.638 3.403 -7.295 -0.0027 0.0123 0.3400
H -6.420 5.145 -7.062 0.1974 -0.0695 0.0790
H -5.006 4.034 -7.016 -0.1154 0.1781 0.0676
H -5.579 6.409 -2.462 0.1754 -0.1106 -0.0862
H -4.164 5.298 -2.415 -0.1339 0.1234 -0.0869
H -5.548 5.039 -1.340 -0.1077 -0.1551 -0.2684
C -3.981 -2.517 -5.621 0.2475 0.3626 0.1666
O -4.662 -3.586 -6.275 -0.3899 -0.3916 0.2212
C -5.486 -4.289 -5.474 -0.0033 0.0005 0.0003
O -5.677 -4.085 -4.297 0.1221 -0.1320 -0.7242
O -6.059 -5.259 -6.213 0.3287 0.4667 0.1933
C -6.965 -6.089 -5.487 -0.3136 -0.3012 0.1862
H -3.348 -2.022 -6.359 -0.1897 -0.2647 -0.0898
H -4.694 -1.786 -5.232 0.0847 -0.1833 0.0960
H -3.343 -2.899 -4.820 -0.2157 0.0639 0.0028
H -7.797 -5.500 -5.094 0.2033 -0.0480 0.0873
H -6.446 -6.613 -4.681 -0.0991 0.2002 -0.0060
H -7.365 -6.832 -6.179 0.2240 0.2315 -0.1050
C 6.085 3.673 -3.430 0.3917 0.0006 0.3668
O 5.155 3.414 -4.479 -0.4203 0.2448 -0.2023
C 4.238 4.383 -4.650 -0.0895 0.0839 0.0283
O 4.155 5.404 -4.007 0.0756 -0.6567 -0.4032
O 3.424 4.015 -5.656 0.4874 -0.0462 0.3911
C 2.391 4.955 -5.941 -0.4681 0.3355 -0.1535
H 6.775 2.829 -3.379 -0.2249 0.0050 -0.2165
H 6.661 4.578 -3.638 -0.2003 -0.0331 0.1242
H 5.568 3.754 -2.470 0.0592 0.1808 -0.1340
H 2.814 5.913 -6.252 -0.0647 -0.0837 0.2129
H 1.740 5.082 -5.072 0.1704 0.1419 -0.0809
H 1.794 4.559 -6.764 0.2616 -0.1672 0.1194
C 1.804 0.382 4.835 0.4184 0.1349 -0.1382
O 0.551 -0.223 5.154 -0.4892 0.1544 0.2675
C -0.312 0.592 5.792 -0.0227 0.1607 0.0135
O -0.107 1.743 6.098 -0.1261 -0.8077 -0.1884
O -1.443 -0.101 6.029 0.5342 0.1049 -0.1860
C -2.455 0.643 6.705 -0.3889 0.2280 0.2075
H 2.416 -0.364 4.325 -0.3129 -0.0630 0.0883
H 1.662 1.231 4.161 0.0137 -0.0005 0.2017
H 2.325 0.692 5.745 -0.1405 0.1166 -0.1286
H -2.766 1.503 6.105 0.1675 -0.0269 0.1399
H -2.105 0.964 7.689 0.0183 0.0924 -0.2024
H -3.317 -0.012 6.842 0.2734 -0.1205 -0.1510
C 1.889 -4.236 7.014 -0.2767 0.3733 0.2055
O 2.608 -5.187 6.231 0.3577 -0.4578 0.1292
C 3.280 -6.104 6.953 -0.0031 -0.0064 0.0701
O 3.313 -6.173 8.160 -0.0206 0.0435 -0.7982
O 3.908 -6.932 6.095 -0.3248 0.4448 0.2126
C 4.666 -7.963 6.726 0.2746 -0.3744 0.1612
H 1.388 -3.548 6.330 0.1730 -0.2357 -0.1181
H 1.129 -4.733 7.622 0.2181 0.0455 0.0372
H 2.572 -3.659 7.644 -0.1032 -0.1983 0.0377
H 4.017 -8.609 7.322 0.1097 0.1938 0.0492
H 5.460 -7.536 7.343 -0.2165 -0.0493 0.0455
H 5.127 -8.567 5.942 -0.1954 0.2641 -0.0788
C -2.329 6.808 -4.158 -0.3721 0.0398 0.3497
O -1.273 7.185 -5.040 0.3808 0.6114 -0.2265
C -1.140 8.513 -5.213 -0.1013 -0.1063 0.0934
O -1.822 9.369 -4.697 0.4658 -0.5168 -0.3492
O -0.114 8.723 -6.061 -0.3649 -0.2224 0.2952
C 0.145 10.098 -6.338 0.1272 0.4201 -0.1155
H -2.340 5.718 -4.096 0.1961 0.1652 -0.2467
H -2.154 7.209 -3.156 -0.0167 0.0895 -0.1386
H -3.293 7.140 -4.545 0.3120 0.0339 0.1668
H 0.416 10.632 -5.424 -0.1991 -0.0413 -0.0978
H -0.721 10.565 -6.816 0.0528 -0.0241 0.2171
H 0.988 10.148 -7.029 -0.1115 -0.2945 0.1086